{
  "formula": "C20H51BNO11",
  "method": "the ωB97M-V functional and the def2-TZVPD basis",
  "species": ["H", "N", "H", "O", "H", "C", "O", "H", "O", "C", "O", "H", "O", "C", "C", "C", "H", "C", "H", "C", "H", "H", "H", "C", "H", "H", "H", "H", "H", "H", "H", "O", "H", "C", "H", "H", "H", "H", "H", "H", "H", "C", "H", "H", "H", "H", "O", "C", "C", "C", "O", "O", "B", "H", "H", "H", "H", "H", "C", "H", "C", "H", "C", "H", "H", "H", "H", "H", "H", "H", "H", "C", "O", "H", "C", "H", "H", "C", "H", "H", "H", "C", "O", "H"],
  "coordinates": [[3.07209, -3.05270, -0.14190], [-0.35589, -4.22214, -4.03100], [3.02591, 1.85414, 0.99571], [-1.37249, 2.20979, 8.57826], [-5.70711, 2.04299, -6.14637], [-0.47905, 2.78997, 5.73623], [1.64835, -1.83883, 0.67173], [5.16817, -3.75251, -4.25955], [0.89248, -2.23123, -4.88576], [-2.61708, 2.53959, 7.97798], [-2.11372, 0.35637, -4.42308], [-1.59724, 3.12004, 10.42461], [2.84857, -0.50920, 3.33981], [3.16746, 0.77343, 2.81764], [-3.89038, 4.20200, -5.60504], [0.10979, 1.47364, 5.25370], [-1.19815, -0.73404, -5.93641], [-2.23691, -0.86414, -3.74031], [1.97283, 0.45988, 1.03206], [4.00794, -1.28596, 0.65061], [-0.23945, 0.58307, -5.20148], [-3.40707, 2.04051, 8.54898], [-3.69793, 2.16866, 6.18842], [2.96648, 0.81102, 1.31114], [-0.20510, -5.03506, -3.41798], [4.70942, -0.76711, 4.22242], [-1.05914, -0.77324, 4.77019], [-2.51604, -1.67337, -4.43119], [-0.31220, 1.23315, 4.27031], [-2.40455, 1.01970, 6.44072], [4.09772, -1.61570, 1.68561], [1.91312, -3.73867, -3.19004], [0.63772, -1.19761, 5.18462], [-4.08331, 0.75426, -6.70356], [1.01747, -2.47066, -5.81330], [0.63631, -1.00016, -0.93262], [-0.88625, 1.27458, -7.38902], [-3.18682, 4.60245, -4.87469], [2.50500, 1.50294, 3.29406], [-0.68370, -1.51855, 6.32898], [-2.78073, 3.62152, 8.00242], [2.85642, -1.97880, -0.06125], [-0.33652, -1.47590, 0.46620], [3.80022, -3.96561, -5.47358], [-1.85058, 2.23205, -6.28961], [-4.86960, 4.66028, -5.44101], [-2.82722, 0.75359, -7.38004], [3.20240, -3.15106, -3.46515], [-0.95562, 3.15660, 9.53910], [-1.69353, 1.21778, -6.65600], [3.97690, 0.13347, 0.56676], [-0.14230, 0.43567, 6.18815], [0.91881, -3.34693, -4.04827], [-3.03488, -0.76146, -3.00494], [2.75750, -1.55848, -1.06973], [-0.95326, 4.16830, 9.11759], [4.01489, -5.07907, -4.01529], [-0.66784, -4.48608, -4.96737], [3.64284, -0.86372, 4.45431], [-4.03269, 0.17124, -5.78345], [-0.31492, -0.82457, 5.57265], [1.19794, 1.57693, 5.15809], [4.10177, -4.03760, -4.40677], [3.44550, -1.90923, 4.69300], [4.93446, -1.58296, 0.15060], [4.20788, 1.03105, 3.03807], [3.74590, -3.12829, -2.49305], [-4.76747, 0.22159, -7.36903], [-0.09793, 3.58215, 5.08561], [-3.51833, 4.45024, -6.60454], [-0.14668, 3.03411, 6.74528], [-1.23698, 0.28738, -5.54245], [-1.89720, 2.87041, 5.63195], [3.18005, -2.10242, -3.82198], [0.51090, -1.76440, -0.15617], [-1.30177, -1.11433, -3.21939], [0.06594, 2.91273, 9.83165], [-2.66544, 2.07438, 6.53060], [0.30031, -2.74056, -0.61233], [-1.06889, -3.65575, -3.54334], [-4.61965, 2.71227, -7.39181], [-4.66047, 2.13873, -6.45899], [-3.95613, 2.80039, -5.41858], [3.38873, -0.24693, 5.32156]],
  "mulliken_charge": [0.479, -0.201, 0.436, -0.257, 0.405, -0.449, -0.306, 0.408, -0.282, -0.548, -0.305, 0.325, -0.176, -0.382, -0.800, -0.148, 0.184, -0.437, 0.077, -0.469, 0.390, 0.406, 0.411, -0.437, 0.363, 0.467, 0.381, 0.260, 0.357, 0.084, 0.065, -0.473, 0.062, -0.242, 0.295, 0.361, 0.435, 0.236, 0.270, 0.264, 0.353, -0.295, 0.375, 0.297, 0.145, 0.326, -0.481, 0.068, -0.800, -0.467, -0.495, -0.248, 0.327, 0.368, 0.133, 0.355, 0.307, 0.356, -1.002, 0.034, -0.645, 0.100, -1.232, 0.256, 0.455, 0.411, 0.168, 0.421, 0.409, 0.358, 0.149, -0.332, -0.485, 0.321, -0.740, 0.003, 0.233, -0.315, 0.178, 0.297, 0.359, -0.580, -0.271, 0.318],
  "lumo_ev": -3.91,
  "gap_ha": 0.2340,
  "fmax_ev_per_a": 2.94,
  "charge": 1,
  "e_tot_ha": -1699.53529
}